Below is a cluster of 7 separate species, C47H70F7N2O21S in total in a non-equilibrium geometry, with properties calculated with ωB97M-V/def2-TZVPD.

CARTESIAN COORDINATES (ANGSTROEM)
C 6.07625 -0.21970 3.55941
C 5.64062 -1.26695 2.53345
C 5.63556 -0.75391 1.09047
C 4.96788 0.60863 0.87975
C 3.89199 0.56049 -0.19802
C 2.59137 -0.11612 0.26333
C 1.46553 0.90438 0.39766
C 1.02635 1.39808 -1.00134
C 0.93367 2.91111 -1.06677
N -0.16064 3.53453 -0.30906
C -0.29086 4.98118 -0.52769
C 1.03877 5.69362 -0.67225
C 2.00404 5.52215 0.52070
C 2.64351 6.83075 1.03025
C 4.10870 6.87289 0.58091
C 2.62138 6.81821 2.56136
C -1.01794 5.55702 0.69580
N -1.62352 4.45110 1.47455
F -2.41735 5.01755 2.44992
C -2.45921 3.61417 0.56754
C -3.33692 2.61656 1.31812
C -4.73028 3.13686 1.71895
C -5.56465 3.65086 0.54842
O -5.40104 2.16910 2.49935
C -5.69530 0.98552 1.76710
C -4.73379 -0.13172 2.07989
C -4.30965 -0.42145 3.38866
C -3.38236 -1.45485 3.60063
C -2.86124 -2.20099 2.53799
C -3.29235 -1.92640 1.23361
C -4.22476 -0.90280 1.01883
C -1.43450 2.86776 -0.33968
S -2.23182 2.70278 -2.00209
C -2.45569 0.96036 -2.30921
O -1.34733 3.26223 -2.99128
O -3.54317 3.30449 -1.91359
H 5.24874 0.45107 3.77652
H 6.39045 -0.66718 4.49439
H 6.86258 0.40593 3.14525
H 4.64312 -1.62499 2.77205
H 6.30922 -2.12064 2.62322
H 5.14437 -1.49529 0.46196
H 6.67094 -0.72862 0.75573
H 4.54937 1.02010 1.79582
H 5.72927 1.31438 0.55442
H 3.67651 1.57277 -0.54457
H 4.27467 0.03082 -1.06511
H 2.72329 -0.68838 1.17898
H 2.27910 -0.83587 -0.49195
H 0.60800 0.47683 0.92030
H 1.83180 1.76790 0.95428
H 0.13552 0.88608 -1.34598
H 1.81752 1.14474 -1.69143
H 1.87149 3.27183 -0.65882
H 0.92876 3.22591 -2.10976
H -0.86933 5.17893 -1.43016
H 1.53967 5.36792 -1.57753
H 0.85348 6.75373 -0.82413
H 1.49452 5.02135 1.34470
H 2.80413 4.84629 0.23524
H 2.11794 7.70508 0.65444
H 4.56958 7.83415 0.77031
H 4.17344 6.63124 -0.47828
H 4.64722 6.08598 1.10015
H 3.04982 7.72112 2.98025
H 1.62128 6.65613 2.96124
H 3.22499 5.97615 2.89253
H -0.40512 6.18322 1.33171
H -1.85440 6.16022 0.35977
H -0.91426 3.88693 1.95564
H -3.08108 4.32037 0.02746
H -2.83144 2.33796 2.24350
H -3.44409 1.74671 0.68088
H -4.57570 3.98920 2.37713
H -6.61053 3.64397 0.82706
H -5.42970 3.03076 -0.33212
H -5.25774 4.65711 0.28378
H -5.63657 1.16388 0.69552
H -6.71891 0.68890 1.97452
H -4.69749 0.14232 4.22132
H -3.05067 -1.65116 4.60886
H -2.12722 -2.96902 2.72105
H -2.92321 -2.47998 0.38327
H -4.55789 -0.68979 0.01061
H -1.35759 1.86900 0.07485
H -2.00391 0.38754 -1.50304
H -3.51592 0.75073 -2.30062
H -1.95325 0.69153 -3.22773
C -3.06976 -5.17237 -1.77118
C -3.67500 -5.41209 -3.13422
O -3.87207 -4.08687 -3.61515
C -2.93897 -3.29637 -3.02454
O -2.66555 -2.19539 -3.37913
O -2.36855 -3.93101 -1.98099
F -4.87552 -6.03510 -3.06379
H -3.84211 -5.03017 -1.01372
H -2.39035 -5.95195 -1.44694
H -3.03491 -5.95407 -3.83092
C 5.45796 -5.72454 -1.35549
C 6.66259 -4.83222 -1.56208
O 6.06278 -3.61072 -1.96125
C 4.81794 -3.56224 -1.41684
O 4.15465 -2.58139 -1.34742
O 4.45644 -4.77983 -0.95937
F 7.47198 -5.27869 -2.54826
H 5.15942 -6.20365 -2.28850
H 5.60093 -6.47858 -0.58695
H 7.25970 -4.65980 -0.66513
C 2.12767 1.74596 -5.93433
C 2.70946 2.12803 -4.59134
O 4.06572 2.35156 -4.89543
C 4.14067 2.73906 -6.20886
O 5.08340 3.23809 -6.70946
O 2.96507 2.47721 -6.83250
F 2.61203 1.12133 -3.67986
H 2.23645 0.67621 -6.11845
H 1.08704 2.03450 -6.05570
H 2.28284 3.03526 -4.15721
C -6.67817 -3.97676 -5.44274
C -6.03692 -4.17270 -6.79873
O -6.76193 -5.26854 -7.31821
C -8.00658 -5.25316 -6.75188
O -8.93337 -5.87033 -7.14150
O -8.01771 -4.41781 -5.68246
F -4.72464 -4.50600 -6.70528
H -6.21496 -4.61083 -4.68848
H -6.66770 -2.94468 -5.10278
H -6.13582 -3.32332 -7.47669
C 0.73362 -5.79471 3.00530
C 1.11466 -4.71713 2.00922
O 0.68702 -5.31032 0.78432
C -0.34988 -6.13303 1.06132
O -1.10969 -6.55928 0.25400
O -0.41255 -6.38880 2.38239
F 2.45090 -4.52197 1.97055
H 1.52728 -6.53769 3.09697
H 0.47576 -5.41581 3.98374
H 0.61735 -3.76123 2.13300
C -0.54687 -3.16526 7.54483
C 0.90328 -2.75373 7.68047
O 1.42605 -3.08126 6.39609
C 0.41050 -3.00001 5.50882
O 0.53908 -2.96371 4.32665
O -0.78041 -2.96350 6.14036
F 1.55363 -3.46474 8.62229
H -0.68068 -4.21989 7.78606
H -1.23074 -2.56704 8.13911
H 1.06162 -1.69035 7.86525

Force components x, y, z for each atom (eV/Å):
-0.4 0.1 -0.4
0.0 0.2 0.1
0.1 -0.4 0.4
0.2 0.1 -0.5
-0.1 -0.2 0.1
-0.2 0.0 -0.4
-0.3 -0.1 -0.4
0.3 0.3 0.9
0.2 -0.3 -0.4
0.1 -0.2 -0.1
0.2 -0.1 0.1
0.8 0.0 0.2
-0.3 0.3 -0.2
0.5 -0.6 0.6
-0.5 -0.1 -0.3
0.0 -0.1 -0.3
-0.4 0.5 -0.5
0.0 0.4 -0.3
0.1 -0.1 0.2
-0.2 -0.6 -0.1
-0.1 0.7 0.3
0.2 0.5 0.0
0.4 -0.5 -0.1
-0.1 0.0 -0.2
0.2 -0.3 0.1
0.6 -0.7 0.1
0.3 -0.6 -0.9
-0.2 0.4 -0.4
-0.5 0.6 -0.3
-0.4 0.5 0.5
0.2 -0.1 0.7
-0.1 0.6 0.5
-0.7 0.2 -1.2
0.3 -0.1 0.7
0.5 -0.2 0.3
-0.1 -0.1 0.4
-0.1 0.1 0.2
0.2 0.0 0.1
0.3 0.0 0.1
-0.2 -0.1 0.2
0.0 -0.2 -0.2
0.0 0.0 0.0
0.1 0.2 -0.2
-0.1 -0.1 0.2
0.1 0.2 0.1
-0.1 0.2 0.0
0.2 -0.1 -0.1
0.2 0.0 0.2
0.0 -0.2 0.0
0.0 0.0 0.2
-0.1 0.1 0.3
-0.2 -0.1 -0.1
0.0 -0.1 -0.2
0.0 0.1 0.2
-0.3 0.1 -0.1
-0.2 0.0 -0.1
-0.1 0.0 -0.2
-0.3 0.2 0.0
-0.1 -0.1 0.1
0.1 -0.1 0.0
-0.2 0.1 -0.1
0.2 0.1 0.0
0.1 0.2 -0.2
0.2 0.0 0.2
0.0 0.2 0.1
-0.2 0.2 0.1
0.1 -0.1 0.2
0.2 -0.3 0.3
-0.2 0.1 0.1
0.0 0.0 0.1
0.1 0.1 -0.3
0.1 -0.4 0.0
0.0 -0.3 0.0
-0.1 -0.1 0.4
-0.2 0.2 0.1
-0.1 0.0 -0.2
-0.1 0.2 -0.1
-0.2 0.1 -0.2
-0.2 0.0 0.2
0.0 0.1 0.1
0.1 -0.1 0.1
0.1 -0.1 0.1
0.1 -0.1 0.0
0.0 0.0 -0.1
0.3 -0.3 -0.1
0.1 -0.1 0.1
-0.2 0.1 -0.3
-0.1 0.0 -0.3
0.1 -0.2 0.1
-0.2 0.1 0.1
0.3 0.0 -0.1
-0.1 0.0 0.1
-0.1 0.2 0.1
-0.1 -0.1 0.0
0.0 0.1 0.0
-0.1 0.0 -0.1
0.2 0.2 0.0
-0.1 -0.1 0.0
0.0 -0.1 0.1
0.0 0.0 -0.2
0.1 0.0 0.3
0.0 0.0 -0.1
-0.1 -0.1 -0.1
0.0 0.0 0.0
-0.1 0.1 0.0
0.1 0.0 -0.1
-0.1 0.1 0.1
0.1 0.0 0.0
-0.1 0.0 -0.1
0.2 -0.2 -0.1
-0.1 0.2 0.1
0.0 -0.1 -0.1
0.1 0.0 0.0
0.0 0.0 0.1
0.1 0.0 -0.2
0.0 0.0 0.1
0.1 0.1 -0.1
-0.1 -0.1 0.1
-0.1 0.1 0.1
0.0 -0.2 0.1
-0.1 0.2 -0.1
0.1 0.0 0.1
0.0 -0.1 0.0
0.1 0.1 0.0
0.0 -0.1 0.0
0.1 -0.1 -0.1
-0.2 0.0 0.0
0.1 0.0 0.0
0.0 0.0 0.1
0.2 -0.5 -0.1
-0.1 0.3 -0.1
0.1 -0.1 0.0
0.0 -0.1 -0.1
0.0 0.0 0.1
0.0 0.0 -0.1
0.1 0.1 -0.1
-0.2 0.0 0.0
0.0 0.1 0.1
-0.2 0.0 0.0
0.1 -0.2 0.0
0.0 0.3 0.0
-0.1 0.0 -0.1
0.0 0.0 0.1
0.0 0.0 0.2
0.0 0.0 -0.1
0.1 0.0 0.0
0.0 0.1 -0.2
0.1 0.0 0.1

Computed properties:
HOMO level   -0.4242 hartree
Net charge   +1
E_tot   -125701.6581 eV